[1]
Computed, not measured: C6H12O in the gas phase, with ωB97M-V with the def2-TZVPD basis set.

Structure (ORCA input):
```
! RIJCOSX wB97M-V def2-TZVPD def2/J DEFGRID3
* xyz 0 1
C -0.794 -2.122 1.641
C -0.371 -1.443 0.348
O 0.669 -0.503 0.580
C 0.225 0.816 0.592
C 1.201 1.838 0.120
C -0.006 1.504 -0.727
C 0.175 0.739 -2.018
H -1.123 -1.383 2.380
H 0.039 -2.689 2.072
H -1.626 -2.810 1.458
H -1.227 -0.943 -0.131
H 0.023 -2.175 -0.368
H -0.434 1.071 1.426
H 2.157 1.449 -0.223
H 1.244 2.797 0.631
H -0.810 2.244 -0.734
H -0.747 0.210 -2.289
H 0.437 1.407 -2.845
H 0.968 -0.009 -1.916
*
```

Properties
LUMO, eV: 1.15
Gap between HOMO and LUMO, eV: 10.5
Energy relative to the best compared isomer or geometry (same formula, charge and spin), kcal/mol: 34.48
Structure (SMILES): CCO[C@H]1C[C@H]1C

---

[2]
Computed, not measured: C6H12O in the gas phase at a distorted geometry, with ωB97M-V with the def2-TZVPD basis set.

Structure (ORCA input):
```
! RIJCOSX wB97M-V def2-TZVPD def2/J DEFGRID3
* xyz 0 1
C 1.627 0.626 -1.608
C 1.189 -0.385 0.378
O 1.198 1.148 -0.306
C -0.268 1.221 -0.004
C -0.347 -0.228 0.458
C -0.888 -0.461 1.860
C -1.124 -1.101 -0.539
H 2.673 0.313 -1.488
H 1.104 -0.280 -1.953
H 1.511 1.447 -2.299
H 1.671 -0.176 1.340
H -0.822 1.520 -0.902
H -0.478 1.964 0.785
H -0.325 0.118 2.599
H -0.770 -1.523 2.112
H -1.951 -0.214 1.942
H -0.930 -2.163 -0.355
H -0.863 -0.895 -1.584
H -2.204 -0.929 -0.437
*
```

Properties
LUMO, eV: 0.85
Gap between HOMO and LUMO, eV: 7.8
Energy relative to the best compared isomer or geometry (same formula, charge and spin), kcal/mol: 121.63

---

[3]
Computed, not measured: C6H12O in the gas phase, with ωB97M-V with the def2-TZVPD basis set.

Structure (ORCA input):
```
! RIJCOSX wB97M-V def2-TZVPD def2/J DEFGRID3
* xyz 0 1
C -1.039 -0.523 -1.756
C -1.115 0.237 -0.433
C 0.215 0.358 0.288
C 1.343 0.990 -0.503
C 0.162 0.616 1.777
C 0.600 -0.719 1.275
O -0.263 -1.788 1.536
H -0.714 -1.559 -1.598
H -0.333 -0.057 -2.453
H -2.018 -0.551 -2.245
H -1.832 -0.260 0.229
H -1.503 1.249 -0.615
H 1.741 0.308 -1.263
H 1.004 1.896 -1.018
H 2.179 1.276 0.144
H -0.823 0.643 2.237
H 0.899 1.272 2.232
H 1.663 -0.961 1.350
H -0.165 -2.425 0.817
*
```

Properties
LUMO, eV: 0.90
Gap between HOMO and LUMO, eV: 10.3
Energy relative to the best compared isomer or geometry (same formula, charge and spin), kcal/mol: 24.81
Structure (SMILES): CC[C@@]1(C)C[C@H]1O

---

[4]
Computed, not measured: 2 unconnected molecules or ions with the total composition C6H12O at a distorted geometry, with ωB97M-V with the def2-TZVPD basis set.

Structure (ORCA input):
```
! RIJCOSX wB97M-V def2-TZVPD def2/J DEFGRID3
* xyz 0 1
C -2.225 0.292 -0.266
C -1.534 -1.009 -0.003
C -0.531 -1.387 -1.027
O 0.486 -1.985 -0.767
C 1.614 0.242 0.791
C 2.335 0.678 -0.425
C 0.771 0.992 1.479
H -3.198 0.311 0.218
H -2.398 0.545 -1.320
H -1.643 1.083 0.192
H -1.101 -1.162 0.991
H -2.238 -1.839 -0.204
H -0.707 -1.020 -2.065
H 1.801 -0.761 1.156
H 2.255 -0.079 -1.202
H 3.410 0.815 -0.272
H 1.981 1.618 -0.857
H 0.603 2.018 1.179
H 0.319 0.649 2.401
*
```

Properties
LUMO, eV: 1.06
Gap between HOMO and LUMO, eV: 10.5
Energy relative to the best compared isomer or geometry (same formula, charge and spin), kcal/mol: 36.06
Structure (SMILES): CCC=O.C=CC

---

[5]
Computed, not measured: 2 unconnected molecules or ions with the total composition C6H12O, with ωB97M-V with the def2-TZVPD basis set.

Structure (ORCA input):
```
! RIJCOSX wB97M-V def2-TZVPD def2/J DEFGRID3
* xyz 0 1
C 2.111 -0.685 -0.421
O 1.219 -0.561 0.682
C 0.494 0.568 0.800
C 0.577 1.734 -0.012
C -1.420 0.990 0.047
C -1.425 -0.318 0.556
C -1.385 -1.527 -0.332
H 3.038 -0.140 -0.215
H 1.678 -0.313 -1.352
H 2.323 -1.751 -0.516
H 0.253 0.744 1.844
H 0.828 2.661 0.498
H 0.846 1.665 -1.059
H -1.504 1.144 -1.025
H -1.799 1.814 0.644
H -1.712 -0.470 1.593
H -2.360 -2.033 -0.387
H -1.109 -1.254 -1.359
H -0.653 -2.269 0.015
*
```

Properties
LUMO, eV: 1.02
Gap between HOMO and LUMO, eV: 7.1
Energy relative to the best compared isomer or geometry (same formula, charge and spin), kcal/mol: 128.73
Structure (SMILES): C=COC.C=CC

---

[6]
Computed, not measured: C6H12O in the gas phase, with ωB97M-V with the def2-TZVPD basis set.

Structure (ORCA input):
```
! RIJCOSX wB97M-V def2-TZVPD def2/J DEFGRID3
* xyz 0 1
C -1.515 0.998 -0.312
C -1.104 -0.276 0.438
C -0.703 -1.431 -0.500
O 0.714 -1.395 -0.648
C 1.295 -0.436 0.240
C 1.787 0.776 -0.577
C 0.186 -0.135 1.262
H -2.448 0.829 -0.863
H -0.757 1.322 -1.035
H -1.685 1.825 0.388
H -1.942 -0.583 1.080
H -0.988 -2.404 -0.067
H -1.174 -1.339 -1.492
H 2.147 -0.928 0.722
H 2.867 0.759 -0.764
H 1.543 1.738 -0.111
H 1.290 0.729 -1.549
H 0.305 0.846 1.734
H 0.182 -0.895 2.056
*
```

Properties
LUMO, eV: 1.06
Gap between HOMO and LUMO, eV: 10.5
Energy relative to the best compared isomer or geometry (same formula, charge and spin), kcal/mol: 12.57
Structure (SMILES): C[C@H]1CO[C@@H](C)C1

---

[7]
Computed, not measured: C6H12O in the gas phase at a distorted geometry, with ωB97M-V with the def2-TZVPD basis set.

Structure (ORCA input):
```
! RIJCOSX wB97M-V def2-TZVPD def2/J DEFGRID3
* xyz 0 1
C -0.674 0.130 -2.289
C -0.228 0.637 -0.925
O -0.648 1.990 -0.753
C -0.717 -0.272 0.199
C 0.216 -1.545 0.635
C 0.026 -0.370 1.496
C 1.250 0.481 1.758
H -0.217 -0.841 -2.512
H -0.378 0.844 -3.064
H -1.764 0.018 -2.318
H 0.868 0.709 -0.913
H -1.425 1.988 -0.189
H -1.307 -1.144 -0.048
H 1.114 -1.682 0.057
H -0.250 -2.489 0.971
H -0.583 -0.523 2.379
H 1.942 0.492 0.910
H 1.793 0.063 2.614
H 0.981 1.512 1.991
*
```

Properties
LUMO, eV: 1.10
Gap between HOMO and LUMO, eV: 10.1
Energy relative to the best compared isomer or geometry (same formula, charge and spin), kcal/mol: 58.72
Structure (SMILES): C[C@@H]1C[C@@H]1[C@@H](C)O

---

[8]
Computed, not measured: C6H12O in the gas phase, with ωB97M-V with the def2-TZVPD basis set.

Structure (ORCA input):
```
! RIJCOSX wB97M-V def2-TZVPD def2/J DEFGRID3
* xyz 0 1
C 2.768 0.070 0.393
C 1.562 0.643 -0.346
O 0.388 0.680 0.438
C -0.318 -0.519 0.540
C -1.584 -0.340 1.307
C -1.648 -0.664 -0.166
C -2.016 0.324 -1.240
H 2.623 -0.978 0.675
H 2.979 0.633 1.309
H 3.657 0.124 -0.245
H 1.377 0.093 -1.279
H 1.759 1.687 -0.613
H 0.281 -1.424 0.539
H -1.754 0.701 1.572
H -1.925 -1.046 2.058
H -1.906 -1.705 -0.366
H -1.784 -0.124 -2.213
H -3.068 0.630 -1.242
H -1.390 1.214 -1.123
*
```

Properties
LUMO, eV: 1.15
Gap between HOMO and LUMO, eV: 10.2
Energy relative to the best compared isomer or geometry (same formula, charge and spin), kcal/mol: 37.68
Structure (SMILES): CCO[C@H]1C[C@H]1C

---

[9]
Computed, not measured: a molecular structure, C6H12O, with ωB97M-V with the def2-TZVPD basis set.

Structure (ORCA input):
```
! RIJCOSX wB97M-V def2-TZVPD def2/J DEFGRID3
* xyz 0 1
C -1.603 -0.816 1.681
C -0.183 -0.328 1.404
C 0.442 -0.648 0.055
C 1.533 0.323 -0.352
C 0.293 0.189 -1.183
O 1.012 -0.413 -2.263
C 2.261 -0.224 -1.559
H -2.343 -0.317 1.045
H -1.706 -1.896 1.535
H -1.863 -0.599 2.725
H 0.483 -0.769 2.158
H -0.139 0.756 1.575
H -1.944 1.533 0.015
H 0.611 -1.709 -0.141
H 1.845 1.133 0.300
H -1.896 2.186 -0.335
H -0.508 0.868 -1.453
H 2.795 -1.172 -1.417
H 2.911 0.501 -2.067
*
```

Properties
LUMO, eV: 1.21
Gap between HOMO and LUMO, eV: 10.4
Energy relative to the best compared isomer or geometry (same formula, charge and spin), kcal/mol: 80.07

---

[10]
Computed, not measured: 2 unconnected molecules or ions with the total composition C6H12O, with ωB97M-V with the def2-TZVPD basis set.

Structure (ORCA input):
```
! RIJCOSX wB97M-V def2-TZVPD def2/J DEFGRID3
* xyz 0 1
C -1.998 1.531 -0.526
C -0.491 -1.313 1.048
C -0.569 -1.579 -0.431
O 0.568 -0.928 -0.977
C 1.467 -0.547 0.063
C 1.976 0.862 -0.196
C 0.663 -0.721 1.328
H -2.949 1.056 -0.779
H -1.261 1.316 -1.305
H -2.145 2.610 -0.436
H -1.272 -1.585 1.751
H -0.543 -2.657 -0.656
H -1.474 -1.162 -0.892
H 2.328 -1.239 0.071
H 2.453 0.911 -1.180
H 2.716 1.148 0.560
H 1.149 1.579 -0.174
H -1.633 1.129 0.423
H 1.017 -0.412 2.307
*
```

Properties
LUMO, eV: 1.09
Gap between HOMO and LUMO, eV: 10.2
Energy relative to the best compared isomer or geometry (same formula, charge and spin), kcal/mol: 27.97
Structure (SMILES): C[C@H]1C=CCO1.C

---

[11]
Computed, not measured: C6H12O in the gas phase, with ωB97M-V with the def2-TZVPD basis set.

Structure (ORCA input):
```
! RIJCOSX wB97M-V def2-TZVPD def2/J DEFGRID3
* xyz 0 1
C -0.994 -1.237 -2.114
O 0.006 -1.271 -1.132
C -0.358 -1.027 0.215
C 0.309 0.254 0.712
C 1.551 0.087 1.593
C 0.287 1.343 -0.350
C -0.482 1.518 0.915
H -1.943 -0.835 -1.734
H -1.163 -2.250 -2.497
H -0.679 -0.597 -2.950
H -1.453 -0.988 0.315
H -0.009 -1.888 0.797
H 1.789 -0.967 1.765
H 1.420 0.535 2.584
H 2.432 0.551 1.139
H -0.281 1.152 -1.258
H 1.199 1.904 -0.527
H -1.568 1.506 0.888
H -0.063 2.210 1.638
*
```

Properties
LUMO, eV: 1.07
Gap between HOMO and LUMO, eV: 10.5
Energy relative to the best compared isomer or geometry (same formula, charge and spin), kcal/mol: 46.07
Structure (SMILES): COCC1(C)CC1

---

[12]
Computed, not measured: C6H12O in the gas phase, with ωB97M-V with the def2-TZVPD basis set.

Structure (ORCA input):
```
! RIJCOSX wB97M-V def2-TZVPD def2/J DEFGRID3
* xyz 0 1
C 2.088 -0.075 0.999
C 1.455 -0.486 -0.330
C 0.315 0.416 -0.750
C -0.793 -0.097 -1.639
C -1.117 0.355 -0.255
C -1.710 -0.515 0.852
O -1.738 1.628 -0.311
H 2.949 -0.708 1.243
H 1.363 -0.161 1.816
H 2.436 0.965 0.970
H 1.109 -1.526 -0.272
H 2.220 -0.463 -1.120
H 0.622 1.442 -0.959
H -0.787 -1.162 -1.859
H -1.186 0.549 -2.420
H -2.627 -0.006 1.192
H -1.063 -0.648 1.728
H -2.034 -1.503 0.509
H -1.513 2.066 0.519
*
```

Properties
LUMO, eV: 1.01
Gap between HOMO and LUMO, eV: 10.4
Energy relative to the best compared isomer or geometry (same formula, charge and spin), kcal/mol: 27.94
Structure (SMILES): CC[C@H]1C[C@]1(C)O

---

[13]
Computed, not measured: a molecular structure, C6H12O, with ωB97M-V with the def2-TZVPD basis set.

Structure (ORCA input):
```
! RIJCOSX wB97M-V def2-TZVPD def2/J DEFGRID3
* xyz 0 1
C -1.234 0.689 -2.155
C -1.404 0.973 -0.686
C -0.300 0.824 0.197
C -0.191 -1.272 0.789
C 1.108 -0.941 1.482
C 1.862 0.105 0.628
O 0.952 0.756 -0.268
H -0.729 1.499 -2.702
H -0.632 -0.217 -2.302
H -2.204 0.519 -2.633
H -2.250 1.552 -0.322
H -1.162 -0.206 0.024
H -0.447 1.142 1.234
H -0.945 -1.702 1.459
H -0.054 -1.910 -0.095
H 1.767 -1.801 1.651
H 0.898 -0.520 2.474
H 2.354 0.864 1.245
H 2.611 -0.354 -0.020
*
```

Properties
LUMO, eV: 1.02
Gap between HOMO and LUMO, eV: 7.6
Energy relative to the best compared isomer or geometry (same formula, charge and spin), kcal/mol: 120.07